No. 1
Molecular formula: CH2O3S
Method: DFT, ωB97M-V with the def2-TZVPD basis set

```
7
Properties=species:S:1:pos:R:3:mulliken_charge:R:1
C -0.422 -1.006 -0.597 0.2166
O 1.212 -0.245 1.457 -0.4968
O -1.373 -1.471 -1.119 -0.3506
O -0.157 1.337 -0.045 -0.5294
S -0.182 -0.034 1.088 0.5643
H 0.533 -0.639 -1.074 0.2641
H 0.389 2.058 0.289 0.3319
```

Output
* relative energy (zero: lowest compared OMol25 entry of this formula, charge and spin): 86.35 kJ/mol
* energy: -18044.958 eV
* spin multiplicity: 1
* net charge: 0
* HOMO-LUMO gap: 9.398 eV

***

No. 2
Molecular formula: C2H2NiO4
Method: DFT, ωB97M-V with the def2-TZVPD basis set

```
9
Properties=species:S:1:pos:R:3:mulliken_charge:R:1
O 0.354 -2.546 -0.083 -0.6648
C 0.374 -1.326 -0.271 0.7590
O 0.263 -0.552 0.829 -0.3492
O 0.375 -0.802 -1.433 -0.5081
C -0.366 0.793 0.705 -0.0649
O 0.340 1.663 -0.032 -0.6297
Ni 0.490 1.073 -1.804 0.0288
H -1.392 0.604 0.324 0.2776
H -0.438 1.094 1.766 0.1513
```

Output
* relative energy (zero: lowest compared OMol25 entry of this formula, charge and spin): 0.00 kJ/mol
* <S²>: 3.75
* energy: -51339.500 eV
* spin multiplicity: 4
* net charge: -1
* HOMO-LUMO gap (alpha / beta): 6.759 / 8.618 eV

***

No. 3
Molecular formula: C7H6F2N
Method: DFT, ωB97M-V with the def2-TZVPD basis set

```
16
Properties=species:S:1:pos:R:3:mulliken_charge:R:1
C 1.346 1.469 -0.009 -0.3841
C 1.539 0.133 -0.485 -0.1870
C -0.450 -1.662 -0.796 -0.3420
C -1.626 -1.389 -0.160 -0.4294
C 0.042 1.811 0.170 -0.4744
C 0.480 -0.599 -0.791 0.3406
C -1.741 -0.103 0.520 0.1949
N -0.853 0.891 -0.276 0.1731
F -3.041 0.398 0.429 -0.2647
F -1.507 1.213 -1.389 -0.1769
H 2.175 2.097 0.245 0.4797
H 2.475 -0.345 -0.692 0.4371
H -0.024 -2.647 -1.336 0.3276
H -2.539 -1.948 -0.099 0.4679
H -0.456 2.574 0.747 0.4883
H -1.436 -0.026 1.487 0.3496
```

Output
* relative energy (zero: lowest compared OMol25 entry of this formula, charge and spin): 444.02 kJ/mol
* energy: -14267.750 eV
* spin multiplicity: 1
* net charge: +1
* HOMO-LUMO gap: 8.543 eV

***

No. 4
Molecular formula: Cl3H3Si2
Method: DFT, ωB97M-V with the def2-TZVPD basis set

```
8
Properties=species:S:1:pos:R:3:mulliken_charge:R:1
Si -1.996 -0.326 0.583 0.6181
Si 2.656 0.139 -0.126 0.2466
Cl -0.874 -1.125 -0.826 -0.1838
Cl 4.485 -0.042 -1.006 -0.2046
Cl -2.053 1.590 -0.035 -0.1920
H -3.201 -1.147 0.779 -0.1082
H -1.152 -0.284 1.750 -0.1218
H 2.135 1.196 -1.118 -0.0543
```

Output
* relative energy (zero: lowest compared OMol25 entry of this formula, charge and spin): 172.68 kJ/mol
* energy: -53372.849 eV
* spin multiplicity: 1
* net charge: 0
* HOMO-LUMO gap: 8.079 eV

***

No. 5
Molecular formula: C5H15N3O
Method: DFT, ωB97M-V with the def2-TZVPD basis set

```
24
Properties=species:S:1:pos:R:3:mulliken_charge:R:1
C -1.447 -0.747 -1.169 0.5056
C 1.369 1.309 -0.557 -1.1461
C -1.022 -0.257 -2.515 -1.2318
C -2.305 -0.092 -0.365 -1.2022
N 0.936 -0.008 -0.098 -0.1789
H 1.637 -0.704 -0.336 0.2534
H -1.252 -1.799 -0.992 0.3432
H 1.604 1.253 -1.618 0.3543
H 2.260 1.662 -0.030 0.4273
H 0.556 2.013 -0.390 0.3117
H -1.264 0.795 -2.646 0.3190
H -1.506 -0.843 -3.297 0.3725
H 0.055 -0.388 -2.623 0.2250
H -2.620 0.913 -0.611 0.3483
H -1.034 0.625 0.994 0.2470
H -2.834 -0.609 0.423 0.3693
C 0.743 -0.068 1.362 0.6584
N 1.908 0.398 2.083 -0.5983
N 0.519 -1.472 1.673 -0.7641
O -0.326 0.757 1.693 -0.6054
H 2.413 -0.382 2.484 0.2876
H 1.621 1.036 2.814 0.2117
H 0.206 -1.548 2.636 0.2482
H -0.218 -1.844 1.085 0.2441
```

Output
* relative energy (zero: lowest compared OMol25 entry of this formula, charge and spin): 127.61 kJ/mol
* energy: -11945.427 eV
* spin multiplicity: 1
* net charge: 0
* HOMO-LUMO gap: 9.721 eV

***

No. 6
Molecular formula: C9H14O2
Method: DFT, ωB97M-V with the def2-TZVPD basis set

```
25
Properties=species:S:1:pos:R:3:mulliken_charge:R:1
C -1.557 1.521 -1.365 -0.2914
C -0.615 1.516 -2.530 -0.5987
O -2.702 0.652 -1.599 -0.5341
H -1.161 1.438 -0.349 0.1189
H -2.129 2.442 -1.273 0.3280
H -0.450 0.434 -2.727 0.1912
H -2.280 -0.238 -1.535 0.3061
H 0.320 1.853 -2.096 0.2076
H -1.017 2.140 -3.391 0.2679
C -0.862 -2.342 1.839 -1.5146
C 1.497 -0.642 -0.422 -0.5392
C 1.841 0.436 0.367 0.9169
C 0.585 -1.616 0.013 -0.6825
C 0.127 -1.404 1.337 0.9600
C 1.304 0.733 1.602 -0.7842
C 0.397 -0.249 2.008 -0.2723
O 2.919 1.150 0.007 -0.5635
H 2.080 -0.695 -1.332 0.4280
H 0.442 -2.588 -0.523 0.3295
H 1.637 1.580 2.262 0.3136
H 3.355 1.669 0.691 0.3122
H -0.707 -2.820 2.847 0.3022
H -1.185 -3.222 1.255 0.3606
H 0.005 0.079 3.085 0.1477
H -1.841 -1.828 1.829 0.2902
```

Output
* relative energy (zero: lowest compared OMol25 entry of this formula, charge and spin): 239.21 kJ/mol
* energy: -13653.177 eV
* spin multiplicity: 1
* net charge: 0
* HOMO-LUMO gap: 9.200 eV

***

No. 7
Molecular formula: C3H3NO3S
Method: DFT, ωB97M-V with the def2-TZVPD basis set

```
11
Properties=species:S:1:pos:R:3:mulliken_charge:R:1
C -1.476 0.329 -0.240 0.3018
C -0.661 0.306 1.092 -0.0326
C 1.697 -0.180 -0.582 0.1692
H -0.211 -1.011 -0.772 0.5004
H -1.067 -0.367 2.088 0.2901
H 2.547 0.058 -1.197 0.4024
N 0.496 0.476 1.314 -0.2483
O -1.184 -0.607 -0.992 -0.4758
O 1.390 0.936 0.264 -0.1560
O 1.213 -1.254 -0.559 -0.4434
S -2.744 1.314 -0.415 -0.3078
```

Output
* relative energy (zero: lowest compared OMol25 entry of this formula, charge and spin): 436.35 kJ/mol
* energy: -21623.366 eV
* spin multiplicity: 1
* net charge: 0
* HOMO-LUMO gap: 9.084 eV

***

No. 8
Molecular formula: CH2ClF3N2
Method: DFT, ωB97M-V with the def2-TZVPD basis set

```
9
Properties=species:S:1:pos:R:3:mulliken_charge:R:1
C 2.225 -0.361 -0.037 0.9995
N 0.947 -0.426 -0.646 -0.6434
N -0.128 -1.600 1.029 -0.2186
F 2.210 0.348 1.115 -0.3020
F 3.156 0.336 -0.713 -0.2632
F 2.678 -1.519 0.225 -0.2304
Cl -0.754 -2.703 0.061 0.1243
H 0.453 0.478 -0.637 0.2530
H -0.603 -0.709 1.090 0.2808
```

Output
* relative energy (zero: lowest compared OMol25 entry of this formula, charge and spin): 291.14 kJ/mol
* energy: -24719.949 eV
* spin multiplicity: 1
* net charge: 0
* HOMO-LUMO gap (alpha / beta): 7.700 / 7.698 eV

***

No. 9
Molecular formula: C25H23N3O4S
Method: DFT, ωB97M-V with the def2-TZVPD basis set

```
56
Properties=species:S:1:pos:R:3:mulliken_charge:R:1
C 7.575 3.099 -1.011 -0.7847
H 6.955 2.998 -1.907 0.3184
O 8.214 1.887 -0.685 -0.4748
C 7.439 0.808 -0.390 0.4975
C 6.048 0.818 -0.385 -0.0353
C 5.347 -0.336 -0.070 -0.7060
C 6.031 -1.523 0.243 0.6233
C 7.416 -1.521 0.235 -0.2926
C 8.113 -0.369 -0.078 -1.0250
H 9.191 -0.366 -0.084 0.4317
H 7.969 -2.415 0.470 0.4021
O 5.237 -2.611 0.535 -0.4451
C 5.871 -3.820 0.873 -0.9318
H 5.068 -4.527 1.073 0.2520
H 6.489 -3.711 1.769 0.3577
H 6.486 -4.194 0.048 0.3561
N 3.950 -0.398 -0.052 -0.0507
C 3.047 0.593 -0.252 0.5586
O 3.319 1.757 -0.474 -0.6865
C 1.621 0.136 -0.157 0.7811
C 0.692 1.064 0.283 -0.9438
C -0.652 0.717 0.378 0.1215
C -1.066 -0.570 0.014 0.3472
C -0.126 -1.489 -0.451 -1.0745
C 1.206 -1.145 -0.535 -0.7784
H 1.914 -1.861 -0.924 0.4860
H -0.475 -2.467 -0.742 0.4903
C -2.482 -0.942 0.109 0.8428
O -2.914 -2.032 -0.194 -0.6664
N -3.330 0.054 0.590 0.2139
C -2.926 1.316 0.926 0.2205
S -3.948 2.493 1.458 -0.3337
N -1.599 1.603 0.818 -0.0631
H -1.328 2.544 1.073 0.3038
C -4.745 -0.277 0.696 -2.0126
H -4.806 -1.357 0.841 0.4762
H -5.147 0.251 1.563 0.5507
C -5.488 0.130 -0.574 0.0711
C -6.958 -0.201 -0.581 0.3887
C -7.622 -0.770 0.495 -0.2618
C -8.979 -1.043 0.421 -0.7323
C -9.691 -0.752 -0.727 -0.4213
C -9.038 -0.184 -1.808 -0.5224
C -7.685 0.088 -1.733 -0.4790
H -7.179 0.532 -2.578 0.3779
H -9.584 0.049 -2.710 0.3740
H -10.749 -0.965 -0.781 0.3696
H -9.479 -1.486 1.270 0.3678
H -7.093 -1.008 1.405 0.3361
H -5.014 -0.365 -1.427 0.3347
H -5.377 1.210 -0.713 0.3661
H 1.025 2.057 0.546 0.4361
H 3.608 -1.317 0.194 0.3294
H 5.485 1.705 -0.618 0.7878
H 8.377 3.810 -1.204 0.2310
H 6.957 3.463 -0.184 0.3203
```

Output
* relative energy (zero: lowest compared OMol25 entry of this formula, charge and spin): 66.49 kJ/mol
* energy: -49795.408 eV
* spin multiplicity: 1
* net charge: 0
* HOMO-LUMO gap: 7.613 eV